Formula: C19H24N3O3
Source: OMol25
Level of theory: ωB97M-V with the def2-TZVPD basis set

```
! wB97M-V def2-TZVPD RIJCOSX def2/J DEFGRID3
* xyz 1 1
C -1.5660 -1.5281 0.3033
H -1.9243 -2.5475 0.1917
H -1.8711 -0.9544 -0.5679
H -0.4792 -1.5394 0.3430
C -2.1623 -0.9155 1.5676
N -1.8152 0.4783 1.7083
C -0.7929 1.0600 2.3928
N -0.7430 2.3528 2.3267
C -1.8005 2.7069 1.5248
C -2.2298 3.9628 1.1084
C -3.3406 4.0101 0.2956
C -4.0144 2.8497 -0.0983
C -3.6034 1.5956 0.3037
C -2.4850 1.5378 1.1212
H -4.1307 0.7077 -0.0073
H -4.8800 2.9393 -0.7356
H -3.7052 4.9647 -0.0496
H -1.7055 4.8511 1.4176
N 0.1995 0.3167 3.1476
H 0.1583 0.6182 4.1298
H 0.0015 -0.6906 3.0856
C 1.5921 0.5786 2.6191
C 1.7190 -0.0115 1.2467
C 1.3955 0.7384 0.1270
C 1.4767 0.1735 -1.1406
C 1.8413 -1.1761 -1.3018
C 2.2190 -1.9210 -0.1681
C 2.1372 -1.3224 1.0931
H 2.4275 -1.9262 1.9389
O 2.6340 -3.2001 -0.1349
C 2.9221 -3.9331 -1.3131
H 3.5867 -3.3801 -1.9769
H 3.4180 -4.8380 -0.9646
H 2.0113 -4.2044 -1.8503
O 1.8547 -1.7597 -2.5484
C 0.5963 -1.8396 -3.2026
H 0.8070 -2.2292 -4.1961
H -0.0673 -2.5308 -2.6716
H 0.1094 -0.8662 -3.2842
O 1.1200 0.9695 -2.1913
C 2.0879 1.1475 -3.2206
H 1.5881 1.7272 -3.9933
H 2.9435 1.7097 -2.8366
H 2.4367 0.2007 -3.6345
H 1.0976 1.7713 0.2064
H 1.7187 1.6618 2.5967
H 2.3057 0.1286 3.3103
H -3.2530 -0.9754 1.5271
H -1.8359 -1.4693 2.4549
*
```

Summary:
E = -30698.078 eV
lowest unoccupied orbital energy = -2.9 eV
SMILES string = CCn1c([NH2+]Cc2cc(OC)c(OC)c(OC)c2)nc2ccccc21

Atom charges from the Mulliken analysis, given in e for atoms 1 to 6:
1 C -0.318
2 H 0.502
3 H 0.345
4 H -0.196
5 C -1.232
6 N 0.483

Formula: C19H24N4O2
Source: OMol25
Level of theory: ωB97M-V with the def2-TZVPD basis set

```
! wB97M-V def2-TZVPD RIJCOSX def2/J DEFGRID3
* xyz 0 1
C -7.0480 -0.4599 0.4666
C -5.6008 -0.0719 0.5118
C -4.8275 -0.2994 1.6417
C -3.4975 0.0724 1.6783
C -2.9052 0.6874 0.5789
C -3.6715 0.9206 -0.5584
C -4.9993 0.5410 -0.5812
H -5.5836 0.7271 -1.4709
H -3.2207 1.3937 -1.4138
N -1.5529 1.0332 0.6746
C -0.7244 1.4983 -0.3149
O -1.0786 1.8069 -1.4320
N 0.5811 1.6323 0.1004
H 0.8283 1.2796 1.0117
C 1.6371 1.6346 -0.8844
H 2.3949 2.3739 -0.6116
H 1.1686 1.9497 -1.8185
C 2.3096 0.2391 -1.0723
N 3.4602 -0.0115 -0.2176
C 3.3553 0.4059 1.1699
H 2.4223 0.0397 1.5998
C 4.5279 -0.1994 1.9474
O 5.7604 0.2287 1.4234
C 5.8647 -0.1301 0.0660
C 4.7210 0.4628 -0.7597
H 4.8184 0.1274 -1.7937
H 4.7947 1.5643 -0.7339
H 6.8275 0.2497 -0.2794
H 5.8441 -1.2257 -0.0324
H 4.5072 0.1237 2.9897
H 4.4630 -1.2972 1.9017
H 3.4005 1.5034 1.2798
C 1.2551 -0.8407 -0.9448
C 0.1694 -0.8487 -1.8186
C -0.8473 -1.7684 -1.6328
C -0.7408 -2.6619 -0.5778
N 0.3125 -2.7084 0.2182
C 1.2841 -1.8316 0.0300
H 2.1354 -1.9410 0.6862
H -1.5211 -3.3809 -0.3663
H -1.7051 -1.7829 -2.2860
H 0.1119 -0.1344 -2.6260
H 2.6856 0.2045 -2.1019
H -1.1310 0.7992 1.5623
H -2.9105 -0.1180 2.5668
H -5.2676 -0.7753 2.5064
H -7.2689 -1.0115 -0.4456
H -7.3127 -1.0766 1.3218
H -7.6769 0.4304 0.4771
*
```

Summary:
E = -30148.356 eV
lowest unoccupied orbital energy = 0.6 eV
SMILES string = Cc1ccc(NC(=O)NC[C@H](c2cccnc2)N2CCOCC2)cc1

Atom charges from the Mulliken analysis, given in e for atoms 1 to 6:
1 C -1.385
2 C 0.817
3 C -0.907
4 C -0.698
5 C 0.755
6 C -0.293

Formula: C19H24N4O2
Source: OMol25
Level of theory: ωB97M-V with the def2-TZVPD basis set

```
! wB97M-V def2-TZVPD RIJCOSX def2/J DEFGRID3
* xyz 0 1
C 5.3226 2.9705 1.0714
C 4.8012 2.3114 -0.2035
C 5.7192 1.7906 -1.1938
C 5.4422 1.2485 -2.2842
C 4.0772 1.2466 -2.5529
C 3.3043 1.5876 -1.7072
N 2.0242 1.5528 -1.6605
C 1.4184 2.3190 -0.7329
N 2.4510 2.6883 0.0202
C 3.5547 2.2198 -0.5413
C 0.0810 2.3063 -0.5316
N -0.4865 1.1923 -0.0003
C -0.9923 0.3441 -0.6546
O -0.7863 0.3767 -2.0475
C -1.6348 -0.9761 -0.3364
C -2.8588 -0.7987 0.2658
N -3.6747 -1.9589 0.7650
C -3.6977 -2.9996 -0.2390
O -4.4610 -4.0597 -0.1805
C -3.0160 -2.7409 -1.6401
C -1.6848 -2.0269 -1.4742
H -0.8297 -3.0618 -1.2886
H -1.3084 -1.7424 -2.4616
H -3.5668 -2.0161 -2.1365
H -3.2231 -3.4144 -2.4820
C -4.3420 -2.0721 1.8779
C -4.0624 -3.1757 2.9156
C -3.4273 -2.0023 2.9464
H -3.6105 -1.4304 4.0106
H -2.3076 -1.9368 3.0118
H -3.4795 -4.0406 2.2191
H -4.9174 -3.4612 3.3180
H -5.2511 -1.5883 1.9181
H -2.9276 -0.0170 1.1876
H -3.5074 -0.1835 -0.5246
H -1.0111 -1.6398 0.3453
C -0.4940 1.0172 1.5067
H -0.3332 -0.3651 1.9033
H -1.1092 1.4549 2.0674
H 0.7598 1.1807 1.7545
H -0.5230 2.5107 -1.1022
H 0.1333 2.9723 0.4181
H 1.3309 1.2244 -2.4586
H 3.9527 0.6366 -3.4606
H 6.3327 0.9601 -3.0688
H 6.7772 1.9458 -0.8143
H 4.3835 3.4160 1.6550
H 5.7239 2.3194 1.8775
H 5.9345 3.9160 0.7225
*
```

Summary:
E = -30131.225 eV
lowest unoccupied orbital energy = 0.2 eV

Atom charges from the Mulliken analysis, given in e for atoms 1 to 6:
1 C -1.279
2 C 0.586
3 C -0.496
4 C -0.532
5 C -0.343
6 C 0.214

Formula: C19H24N4O2S
Source: OMol25
Level of theory: ωB97M-V with the def2-TZVPD basis set

```
! wB97M-V def2-TZVPD RIJCOSX def2/J DEFGRID3
* xyz 0 1
O 5.0573 0.3541 1.3710
C 4.0936 -0.0011 0.7162
N 3.9164 -1.2762 0.3352
C 2.8514 -1.8132 -0.4912
C 3.2496 -3.2720 -0.7334
H 2.9491 -3.6152 -1.7208
C 4.7651 -3.2661 -0.5416
C 4.9380 -2.2741 0.6011
H 5.9157 -1.7918 0.6350
H 4.7516 -2.7505 1.5707
H 5.1643 -4.2495 -0.3043
H 5.2579 -2.8921 -1.4395
H 2.7859 -3.9172 0.0139
H 1.8884 -1.7427 0.0221
H 2.7729 -1.2581 -1.4316
C 3.0410 1.0002 0.2714
H 3.3927 1.9983 0.5327
H 2.8271 0.9309 -0.7946
S 1.4384 0.7701 1.1106
C 0.4145 0.5837 -0.2802
N 0.8179 0.4682 -1.5190
N -0.2634 0.2446 -2.2705
C -1.3244 0.2327 -1.5025
N -0.9405 0.4442 -0.1954
C -1.6950 0.5477 1.0200
H -2.6044 -0.0513 0.9322
H -1.0718 0.1500 1.8267
C -2.0473 2.0205 1.3390
H -2.7194 2.4028 0.5598
C -2.6414 2.1547 2.7453
H -3.3198 3.0074 2.7815
C -1.3978 2.4310 3.5889
H -0.8934 1.4998 3.8468
C -0.5414 3.2475 2.6228
H -0.7640 4.3192 2.7070
O -0.8823 2.8180 1.3123
H 0.5302 3.0939 2.7668
H -1.6189 2.9762 4.5029
H -3.1795 1.2607 3.0525
C -2.6502 -0.0617 -2.0200
C -3.8358 0.4010 -1.4548
C -5.0544 0.0667 -2.0193
C -5.1102 -0.7226 -3.1544
C -3.9341 -1.1698 -3.7362
C -2.7158 -0.8439 -3.1762
H -1.7915 -1.1800 -3.6185
H -3.9695 -1.7760 -4.6291
H -6.0646 -0.9802 -3.5885
H -5.9660 0.4333 -1.5704
H -3.8222 1.0476 -0.5921
*
```

Summary:
E = -40983.300 eV
lowest unoccupied orbital energy = 0.6 eV
SMILES string = O=C(CSc1nnc(-c2ccccc2)n1C[C@H]1CCCO1)N1CCCC1

Atom charges from the Mulliken analysis, given in e for atoms 1 to 6:
1 O -0.702
2 C 0.751
3 N 0.131
4 C -0.317
5 C -0.631
6 H 0.376